The molecule C2H2F3IO, computed with the ωB97M-V functional and the def2-TZVPD basis.

Computed properties:
- Highest occupied orbital energy: -9.88 eV
- ΔE to the lowest compared entry with this formula, charge and spin: 0.000 eV
- E_LUMO: 0.237 eV
- Frontier orbital gap: 0.372 hartree
- Structure (SMILES): O[C@@H](I)C(F)(F)F

```
! RIJCOSX wB97M-V def2-TZVPD def2/J DEFGRID3
* xyz 0 1
O -0.03220 1.05744 -0.22468
C -0.77295 -0.07589 -0.21131
I -2.16542 -0.23515 1.45442
C -1.68926 -0.12351 -1.61699
F -2.35414 -1.26992 -1.68871
F -2.55355 0.87626 -1.66477
F -0.88114 -0.04059 -2.66717
H 0.67415 1.01292 0.43461
H -0.20283 -1.00783 -0.22083
*
```

These are the natural (NBO) partial charges, in e, on atoms 1 to 5: O -0.684; C -0.054; I 0.039; C 0.955; F -0.318

=====

A cluster of 2 separate species, C2H2F3IO in total, computed with the ωB97M-V functional and the def2-TZVPD basis.

Computed properties:
- Highest occupied orbital energy (alpha / beta): -8.10 / -9.46 eV
- ΔE to the lowest compared entry with this formula, charge and spin: 3.546 eV
- E_LUMO (alpha / beta): -0.421 / -0.188 eV
- Frontier orbital gap (alpha / beta): 0.282 / 0.341 hartree

```
! RIJCOSX wB97M-V def2-TZVPD def2/J DEFGRID3
* xyz 0 1
C -0.55654 -0.26621 -1.17785
C 0.77276 2.06289 -1.97342
O 0.37830 -0.73164 -0.37932
F 0.92865 2.81343 -0.90622
F 1.95709 1.70832 -2.47176
F 0.08763 2.72918 -2.85568
I -2.43034 0.28780 -0.40270
H -0.65265 -0.86544 -2.14491
H 0.56239 -0.20902 0.47527
*
```

These are the natural (NBO) partial charges, in e, on atoms 1 to 5: C -0.080; C 0.949; O -0.684; F -0.332; F -0.335

=====

The molecule C2H2F3NO, computed with the ωB97M-V functional and the def2-TZVPD basis.

Computed properties:
- Highest occupied orbital energy: -11.81 eV
- ΔE to the lowest compared entry with this formula, charge and spin: 3.958 eV
- E_LUMO: 0.478 eV
- Frontier orbital gap: 0.451 hartree
- Structure (SMILES): O[C@@H](F)/C(F)=N/F

```
! RIJCOSX wB97M-V def2-TZVPD def2/J DEFGRID3
* xyz 0 1
O -1.46960 -0.78104 -0.49420
C -0.15066 -0.87716 -0.21229
F 0.51275 -1.16985 -1.46387
C 0.47287 0.37643 0.43646
F 1.01250 -0.05071 1.59971
N 0.53039 1.47758 -0.09492
F 0.93480 2.68983 0.41015
H -1.86041 0.07125 -0.64760
H 0.01736 -1.73632 0.46657
*
```

These are the natural (NBO) partial charges, in e, on atoms 1 to 5: O -0.683; C 0.418; F -0.366; C 0.514; F -0.312

=====

A structure of composition C2H2F3O6PS, computed with the ωB97M-V functional and the def2-TZVPD basis.

Computed properties:
- Highest occupied orbital energy: -0.42 eV
- ΔE to the lowest compared entry with this formula, charge and spin: 0.000 eV
- E_LUMO: 5.914 eV
- Frontier orbital gap: 0.233 hartree

```
! RIJCOSX wB97M-V def2-TZVPD def2/J DEFGRID3
* xyz -2 1
C -2.18278 1.23847 0.49002
C 3.33003 0.31927 -0.27661
O 0.97695 -0.58619 0.88252
O -1.49012 -0.89529 -0.85399
O -0.74352 -2.23403 1.49533
O -3.29666 0.49848 -1.81436
O -3.73350 -0.87939 0.12843
O -2.66920 2.35494 0.45607
F 4.25157 -0.66450 0.05673
F 3.85356 1.53002 0.22644
F 3.47369 0.45798 -1.59331
P 0.08536 -1.74573 0.36102
S -2.74732 -0.11061 -0.57992
H -1.36515 0.71276 1.08995
H 2.25708 0.00383 -0.06833
*
```

These are the natural (NBO) partial charges, in e, on atoms 1 to 5: C 0.160; C 0.777; O -1.243; O -1.017; O -1.206

=====

The molecule C2H2F4OS, computed with the ωB97M-V functional and the def2-TZVPD basis.

Computed properties:
- Highest occupied orbital energy: -10.48 eV
- ΔE to the lowest compared entry with this formula, charge and spin: 0.771 eV
- E_LUMO: 0.473 eV
- Frontier orbital gap: 0.402 hartree

```
! RIJCOSX wB97M-V def2-TZVPD def2/J DEFGRID3
* xyz 0 1
C 1.25050 0.40508 -0.37011
C -1.42749 -0.11193 0.18422
O 0.51006 -1.54248 1.05763
F 1.60515 1.06523 0.80934
F 2.43120 -0.12285 -0.80137
F -1.40114 1.24032 -0.08364
F -2.41857 -0.60923 -0.62002
S 0.21075 -1.06918 -0.26162
H 0.80180 1.14778 -1.07670
H -1.56227 -0.40274 1.16226
*
```

These are the natural (NBO) partial charges, in e, on atoms 1 to 5: C 0.330; C 0.399; O -0.944; F -0.323; F -0.332

=====

The molecule C2H2F5N, computed with the ωB97M-V functional and the def2-TZVPD basis.

Computed properties:
- Highest occupied orbital energy: -11.15 eV
- ΔE to the lowest compared entry with this formula, charge and spin: 0.313 eV
- E_LUMO: 0.956 eV
- Frontier orbital gap: 0.445 hartree
- Structure (SMILES): FC(F)NC(F)(F)F

```
! RIJCOSX wB97M-V def2-TZVPD def2/J DEFGRID3
* xyz 0 1
F -0.87985 0.25855 1.48367
C -0.71506 -0.83138 0.60322
F -0.69296 -1.88280 1.30897
N 0.54292 -0.59010 -0.12139
C 0.54311 0.85174 -0.82396
F 0.73540 1.83980 0.08271
F -0.68816 0.99653 -1.27234
F 1.44736 1.01358 -1.74073
H -1.60967 -0.79666 -0.03349
H 1.31691 -0.85925 0.51334
*
```

These are the natural (NBO) partial charges, in e, on atoms 1 to 5: F -0.384; C 0.685; F -0.294; N -0.729; C 1.108

=====

A cluster of 2 separate species, C2H2F6NP in total, computed with the ωB97M-V functional and the def2-TZVPD basis.

Computed properties:
- ⟨S²⟩: 2.00
- Highest occupied orbital energy (alpha / beta): -7.65 / -10.99 eV
- E_LUMO (alpha / beta): 0.575 / -1.903 eV
- Frontier orbital gap (alpha / beta): 0.302 / 0.334 hartree

```
! RIJCOSX wB97M-V def2-TZVPD def2/J DEFGRID3
* xyz 0 3
C 1.46059 -0.71021 -1.42081
C -0.90287 1.42614 0.32785
N -1.01643 -0.99075 1.18048
F 1.82856 -1.33716 -0.25980
F 2.14872 0.35849 -1.67517
F 1.56506 -1.63260 -2.43639
F -1.25461 1.57036 1.62537
F 0.43559 1.78962 0.31588
F -1.42103 2.43732 -0.45475
P -1.33825 -0.32638 -0.28331
H -0.27603 -0.67647 1.79152
H -1.22930 -1.90836 1.28913
*
```

These are the natural (NBO) partial charges, in e, on atoms 1 to 5: C 0.971; C 0.692; N -1.103; F -0.340; F -0.293

=====

A structure of composition C2H2FIO, computed with the ωB97M-V functional and the def2-TZVPD basis.

Computed properties:
- Highest occupied orbital energy: -9.04 eV
- ΔE to the lowest compared entry with this formula, charge and spin: 2.147 eV
- E_LUMO: -0.829 eV
- Frontier orbital gap: 0.302 hartree

```
! RIJCOSX wB97M-V def2-TZVPD def2/J DEFGRID3
* xyz 0 1
C -1.04824 -0.01278 -0.32034
C -0.33448 -0.11378 0.76977
O -1.70476 -0.16198 -1.26266
F 0.77578 0.56676 1.06420
I -1.50478 -0.75658 2.43080
H 2.06835 -0.11754 -1.31832
H 1.74813 0.59591 -1.36346
*
```

These are the natural (NBO) partial charges, in e, on atoms 1 to 5: C 0.590; C -0.051; O -0.405; F -0.305; I 0.170

=====

Per-record strongest force on any atom, eV/Å: 3.039; 2.512; 3.648; 3.697; 4.769; 5.041; 3.319; 1.782